Computed, not measured: a 6-piece molecular cluster, C42H80ClF6NO16P3S2 overall in a non-equilibrium geometry, with the ωB97M-V functional and the def2-TZVPD basis.

Output
- DFT total energy (eV) = -157457.887
- molar mass (g mol⁻¹) = 1161.59
- gap between HOMO and LUMO (eV) = 7.1
- LUMO (eV) = -2.6
- charge = +1

Each line ends with the Löwdin charge.
Atoms and positions in Å:
C -0.63729 -3.15989 5.28800  -0.139
C -0.87282 -2.39771 3.98644  -0.392
P 0.56706 -1.37768 3.54393  1.081
C 1.49692 -0.67753 4.95387  -0.407
C 2.20502 -1.74808 5.81160  -0.136
C 0.47984 -0.41526 1.91126  -0.377
C -0.50411 -1.37433 1.17026  -0.214
C -0.77419 -1.26809 -0.35043  -0.238
C -2.26462 -1.31679 -0.73359  -0.082
C -2.43520 -2.15475 -1.97392  -0.440
F -1.70721 -1.63022 -3.00139  0.111
F -1.99299 -3.42302 -1.75972  0.131
C -3.88455 -2.28298 -2.48220  -0.572
F -4.71910 -2.58430 -1.49509  0.187
F -3.95365 -3.24034 -3.40116  0.184
F -4.28410 -1.13916 -3.04465  0.168
C 1.96827 -0.25130 1.32066  -0.518
S 2.35544 -1.34899 -0.13542  0.974
C 3.11380 -0.59963 2.28719  -0.278
O 4.27815 -1.05788 1.65554  -0.201
C 4.86813 -2.18740 2.28463  -0.233
O 6.17188 -2.32398 1.86812  -0.070
C 6.34552 -2.43068 0.44988  -0.146
C 6.82688 -1.12652 -0.15337  -0.217
O 8.24978 -1.08888 -0.13327  -0.045
C 1.89482 1.18226 0.73837  -0.278
C 3.06812 2.04655 0.22851  -0.088
C 4.47543 1.50598 0.25046  -0.156
O 5.04004 1.59545 1.58783  -0.107
C 6.04713 2.50452 1.70401  -0.319
O 7.16948 2.28077 1.37941  0.147
N 1.10639 1.96661 1.77968  -0.206
P 2.08058 2.67823 3.15516  0.492
S 1.91724 4.59421 3.12950  0.289
C -0.12433 1.11418 2.01746  -0.383
C -0.82457 1.43015 3.34309  -0.399
C -1.38080 2.81254 3.54565  -0.063
F -1.86713 0.52315 3.47333  -0.002
P -1.19198 1.60953 0.48583  0.731
O -2.65441 1.30816 1.10395  -0.297
Cl -1.10544 3.69218 0.52488  0.356
H -1.51976 -3.75177 5.49284  0.077
H 0.20024 -3.84688 5.18236  0.071
H -0.42872 -2.50003 6.11872  0.059
H -1.02097 -3.13753 3.20636  0.076
H -1.81494 -1.86663 4.08520  0.058
H 2.25595 0.01990 4.62798  0.031
H 0.84905 -0.10091 5.62035  0.077
H 2.27695 -2.68444 5.26899  0.059
H 3.21690 -1.42349 6.03458  0.073
H 1.68688 -1.90112 6.74865  0.070
H -0.09681 -2.36404 1.34214  0.097
H -1.46003 -1.27996 1.67591  0.096
H -0.36879 -0.37817 -0.80771  0.034
H -0.31343 -2.11939 -0.83344  0.094
H -2.64032 -0.32629 -0.97626  0.101
H -2.88349 -1.74867 0.04713  0.138
H 1.57102 -0.77235 -1.04429  -0.107
H 3.39210 0.25706 2.89860  0.091
H 2.75554 -1.37279 2.95815  0.052
H 4.90456 -2.05058 3.36577  0.144
H 4.28033 -3.08415 2.04837  0.146
H 7.13028 -3.16553 0.29928  0.132
H 5.43258 -2.78783 -0.02459  0.120
H 6.46905 -1.00982 -1.17499  0.122
H 6.45160 -0.32274 0.47086  0.092
H 8.52627 -0.30790 0.35036  0.081
H 1.24307 1.01901 -0.11183  0.086
H 3.10943 3.02003 0.71866  0.100
H 2.84535 2.28379 -0.81011  0.122
H 4.57290 0.50082 -0.13066  0.095
H 5.06777 2.13245 -0.40997  0.114
H 5.72585 3.44812 2.15623  0.149
H 0.92247 2.86723 1.30902  0.016
H 1.60641 2.07172 4.31446  0.000
H 3.37930 2.23902 2.89775  -0.006
H -0.16202 1.24598 4.18734  0.090
H -0.68035 3.59613 3.27298  0.014
H -1.65652 2.93512 4.58564  0.103
H -2.28220 2.95697 2.96946  0.035
H -3.30299 1.54911 0.42762  0.071
O -4.27813 4.08512 4.47291  0.105
C -4.97169 4.48460 3.57928  -0.523
O -6.27646 4.68026 3.81642  0.008
C -7.15153 5.32581 2.88311  -0.228
C -7.72237 4.35643 1.87009  -0.062
C -4.42488 4.69239 2.18074  0.007
H -6.65105 6.17054 2.40917  0.114
H -7.94879 5.73772 3.49727  0.126
H -6.94183 3.91964 1.24593  0.064
H -8.43440 4.86466 1.22085  0.085
H -8.23540 3.54131 2.37941  0.084
H -4.47401 3.74268 1.64849  0.078
H -3.38518 4.99613 2.26396  0.071
H -4.94865 5.45050 1.60438  0.076
O -2.50453 2.75308 -7.74684  0.114
C -2.84252 1.67356 -7.35736  -0.527
O -2.28663 1.20502 -6.21669  -0.006
C -2.73977 0.02377 -5.55396  -0.247
C -2.06760 -1.22458 -6.08075  -0.053
C -3.80372 0.79829 -8.12834  0.017
H -3.82798 -0.04193 -5.57518  0.111
H -2.45517 0.16531 -4.51399  0.102
H -2.30485 -1.41211 -7.12815  0.079
H -2.36847 -2.09647 -5.49955  0.074
H -0.98796 -1.10635 -6.00010  0.061
H -3.23694 0.22374 -8.85983  0.097
H -4.49525 1.44700 -8.65779  0.093
H -4.38222 0.11472 -7.51197  0.071
O 3.00473 -3.10862 -4.20604  0.100
C 2.52915 -3.42144 -5.26234  -0.531
O 3.13497 -4.37528 -5.98721  0.007
C 2.55550 -4.94542 -7.16562  -0.231
C 2.86456 -4.13370 -8.40565  -0.061
C 1.31313 -2.71324 -5.81845  0.004
H 1.48419 -5.09951 -7.03102  0.112
H 3.00754 -5.93185 -7.24175  0.125
H 2.43154 -3.13449 -8.35209  0.067
H 2.46888 -4.63096 -9.29083  0.084
H 3.94197 -4.02203 -8.52071  0.085
H 1.63580 -1.82501 -6.36046  0.091
H 0.69657 -2.41122 -4.97598  0.074
H 0.69951 -3.32920 -6.47157  0.074
O -2.58085 -0.48417 6.38971  0.090
C -3.73881 -0.80203 6.37883  -0.524
O -4.03881 -2.11410 6.33771  -0.009
C -5.37322 -2.61053 6.50271  -0.229
C -6.13998 -2.63085 5.19757  -0.062
C -4.84603 0.22380 6.32631  0.024
H -5.89642 -2.05223 7.27859  0.114
H -5.24400 -3.62373 6.87740  0.124
H -6.27471 -1.62666 4.79499  0.067
H -7.12368 -3.07548 5.34430  0.084
H -5.60002 -3.21794 4.45458  0.081
H -5.02359 0.48528 5.28346  0.095
H -4.50724 1.11266 6.85074  0.095
H -5.78045 -0.10171 6.77550  0.074
O 5.69398 1.78994 -2.62247  0.109
C 4.97074 1.97984 -3.56045  -0.505
O 3.64657 2.12879 -3.31496  -0.023
C 2.70971 2.51758 -4.33217  -0.226
C 2.19221 1.33137 -5.11757  -0.058
C 5.47344 1.97318 -4.98137  0.025
H 3.14117 3.28228 -4.97685  0.115
H 1.89392 2.99087 -3.78769  0.120
H 2.99160 0.83273 -5.66504  0.071
H 1.43487 1.65313 -5.83226  0.087
H 1.74687 0.59805 -4.44432  0.076
H 5.47755 0.94430 -5.33939  0.102
H 6.49466 2.34259 -4.97635  0.097
H 4.89249 2.58557 -5.66550  0.074